1.
{"formula": "C31H34MnNO5P2S", "method": "ωB97M-V/def2-TZVPD", "elements": ["Mn", "C", "P", "C", "C", "C", "C", "C", "C", "C", "P", "C", "C", "H", "H", "H", "H", "H", "H", "H", "H", "H", "H", "H", "H", "H", "H", "H", "H", "O", "C", "O", "C", "C", "C", "C", "C", "C", "N", "O", "O", "H", "H", "H", "H", "O", "S", "C", "C", "C", "C", "C", "C", "C", "C", "C", "C", "C", "C", "C", "C", "H", "H", "H", "H", "H", "H", "H", "H", "H", "H", "H", "H", "H", "H"], "coordinates": [[0.181801, 0.261578, -0.347686], [0.377425, -3.455788, -0.013195], [1.153794, -1.895550, 0.488493], [1.425561, -2.036290, 2.283224], [2.818444, -1.892073, -0.243210], [3.570787, -3.063680, -0.206971], [4.841913, -3.110117, -0.758074], [5.376271, -1.980839, -1.356743], [4.640885, -0.806168, -1.401355], [3.366420, -0.748804, -0.846934], [2.473649, 0.826240, -0.913557], [2.976503, 1.779857, -2.362033], [3.107122, 1.779293, 0.500717], [0.924990, -4.316184, 0.369565], [0.338009, -3.506895, -1.101628], [-0.640442, -3.490159, 0.376724], [2.056022, -2.896115, 2.511666], [0.468786, -2.154256, 2.793822], [1.916736, -1.136150, 2.652974], [3.167497, -3.958809, 0.249475], [5.410273, -4.029361, -0.722466], [6.364952, -2.012013, -1.793655], [5.070058, 0.063850, -1.881515], [4.009565, 2.108097, -2.244812], [2.342019, 2.663958, -2.430461], [2.861985, 1.179896, -3.261325], [4.187038, 1.904130, 0.410172], [2.890951, 1.255424, 1.431012], [2.630166, 2.759440, 0.520255], [1.372514, -0.693337, -3.149913], [0.204847, -0.940604, -2.947710], [-0.441395, -0.453285, -1.883717], [-0.608587, -1.791787, -3.848326], [-1.871835, -2.262234, -3.490851], [-2.587871, -3.072140, -4.356410], [-2.048200, -3.417776, -5.587715], [-0.791061, -2.944316, -5.918446], [-0.055027, -2.139853, -5.075879], [-0.202863, -3.318220, -7.224833], [-0.869647, -4.021900, -7.945126], [0.905591, -2.895402, -7.466106], [-2.286364, -2.005476, -2.525467], [-3.566890, -3.435731, -4.078174], [-2.581949, -4.043429, -6.288425], [0.924091, -1.791679, -5.369224], [0.099995, 1.346027, 1.182588], [-0.313297, 1.406230, 2.674815], [-2.037908, 0.756767, 2.680174], [-2.728688, 1.084264, 1.397823], [-2.538771, 0.272894, 0.272258], [-3.109513, 0.621885, -0.946466], [-3.867079, 1.780871, -1.053377], [-4.068548, 2.578467, 0.061051], [-3.496643, 2.234600, 1.278992], [-0.588262, 3.166260, 2.959850], [-1.183200, 3.322974, 4.330908], [-2.455169, 3.866391, 4.477615], [-3.015085, 3.995380, 5.739665], [-2.312710, 3.568323, 6.857570], [-1.043719, 3.023504, 6.716069], [-0.478092, 2.901490, 5.456843], [-2.505652, 1.195493, 3.562064], [-1.927805, -0.316599, 2.835193], [-2.036177, -0.689323, 0.382216], [-2.970172, -0.007658, -1.811725], [-4.315898, 2.049186, -1.999778], [-4.680964, 3.467009, -0.012943], [-3.681904, 2.845846, 2.153914], [-1.235864, 3.523219, 2.158544], [0.399313, 3.619352, 2.855910], [-2.998518, 4.218816, 3.609049], [-3.997531, 4.433409, 5.849742], [-2.750105, 3.668712, 7.841309], [-0.490157, 2.702766, 7.587787], [0.523587, 2.498105, 5.356183]], "atomic_forces_ev_per_a": [[-0.58, 0.05, -0.13], [-0.03, 0.06, -0.03], [0.12, -0.05, 0.17], [-0.01, -0.03, -0.05], [-0.01, -0.02, 0.02], [0.01, 0.01, -0.01], [-0.02, -0.01, 0.01], [0.01, 0.02, 0.00], [0.02, 0.01, -0.03], [-0.12, 0.01, -0.07], [0.12, 0.03, 0.06], [-0.09, -0.07, -0.05], [-0.07, -0.01, -0.01], [0.01, 0.00, -0.01], [-0.01, -0.01, 0.00], [0.00, -0.01, 0.00], [-0.01, -0.01, 0.00], [0.00, -0.01, 0.01], [0.01, 0.00, 0.01], [-0.01, 0.00, 0.02], [0.00, 0.00, 0.00], [0.00, 0.00, 0.00], [0.00, 0.00, -0.01], [0.00, -0.01, 0.03], [0.00, 0.00, -0.01], [-0.02, 0.01, 0.03], [0.00, -0.02, -0.04], [0.01, 0.01, 0.01], [0.01, 0.01, 0.02], [0.07, 0.02, 0.15], [0.23, 0.05, -0.26], [0.13, -0.14, 0.02], [-0.11, -0.05, 0.01], [0.04, 0.03, 0.03], [0.01, 0.00, -0.03], [0.00, 0.01, -0.01], [-0.04, 0.03, 0.09], [0.00, 0.00, 0.00], [0.00, -0.01, 0.07], [-0.05, -0.04, -0.08], [0.08, 0.03, -0.05], [-0.02, 0.00, 0.00], [0.00, -0.01, 0.00], [0.00, -0.01, 0.00], [0.00, 0.00, 0.00], [0.33, 0.26, 0.03], [-0.23, -0.21, 0.17], [0.09, 0.01, -0.12], [0.12, 0.05, -0.05], [-0.04, 0.10, 0.04], [0.00, 0.04, -0.02], [0.00, -0.03, -0.01], [-0.01, 0.01, 0.01], [-0.06, -0.02, 0.09], [0.00, -0.03, -0.10], [0.03, 0.01, 0.05], [0.00, 0.02, 0.02], [-0.01, -0.01, -0.01], [0.01, -0.01, 0.01], [-0.02, -0.01, 0.03], [0.02, 0.04, -0.05], [0.02, -0.01, 0.01], [0.03, 0.00, 0.02], [-0.02, -0.07, 0.01], [0.01, -0.03, -0.02], [0.00, -0.02, -0.01], [0.01, 0.01, 0.00], [0.00, -0.04, -0.06], [-0.01, 0.02, 0.01], [0.00, -0.01, 0.02], [0.02, 0.04, 0.04], [0.00, 0.01, 0.01], [0.00, 0.00, 0.00], [0.00, 0.00, 0.01], [0.01, 0.00, 0.00]], "lowdin_charge": [0.77, -0.21, 0.89, -0.22, -0.36, -0.06, -0.03, -0.03, -0.06, -0.36, 0.92, -0.20, -0.22, 0.06, 0.06, 0.06, 0.06, 0.05, 0.04, 0.11, 0.12, 0.13, 0.11, 0.06, 0.07, 0.05, 0.07, 0.04, 0.06, 0.07, -0.51, -0.20, -0.12, -0.01, -0.03, 0.04, -0.11, 0.08, -0.35, 0.11, 0.10, 0.10, 0.12, 0.13, 0.14, -0.66, 1.08, -0.22, -0.28, -0.10, -0.05, -0.03, -0.02, -0.02, -0.25, -0.31, -0.05, -0.04, -0.05, -0.05, -0.05, 0.11, 0.10, 0.11, 0.09, 0.12, 0.12, 0.10, 0.10, 0.11, 0.11, 0.12, 0.12, 0.12, 0.11], "largest_force_ev_per_a": 0.60, "multiplicity": 5, "e_lumo_ev": [-8.17, -6.55], "orbital_gap_ev": [6.210, 7.870], "total_charge": 2}

2.
{"formula": "C17H15N7O3PtS2", "method": "ωB97M-V/def2-TZVPD", "elements": ["Pt", "C", "C", "N", "N", "C", "N", "S", "C", "C", "C", "C", "C", "N", "H", "H", "H", "H", "H", "H", "H", "H", "H", "O", "S", "O", "O", "C", "N", "C", "C", "C", "N", "C", "C", "C", "N", "C", "C", "H", "H", "H", "H", "H", "H"], "coordinates": [[-0.518127, -2.468345, -0.515142], [1.433206, -4.151959, 3.033611], [1.050601, -3.538462, 1.740747], [-0.150534, -3.098283, 1.459540], [-1.145116, -3.213299, 2.326578], [-2.372797, -2.991140, 1.797116], [-3.382819, -3.027596, 2.648900], [-2.705587, -2.783172, 0.110800], [2.015678, -3.431274, 0.631564], [3.341312, -3.809812, 0.791061], [4.204754, -3.768764, -0.295536], [3.720367, -3.358582, -1.522688], [2.386568, -2.991583, -1.626600], [1.554096, -3.016142, -0.590711], [0.615197, -4.128227, 3.745048], [2.290765, -3.623409, 3.453696], [1.737048, -5.188585, 2.867429], [-3.208636, -3.279458, 3.611689], [-4.335514, -2.880827, 2.354128], [3.695100, -4.146021, 1.754136], [5.238977, -4.063519, -0.181052], [4.355742, -3.321697, -2.396143], [1.962195, -2.670496, -2.568621], [-3.588495, 7.666930, -2.115508], [-3.360558, 6.323430, -2.483159], [-4.374322, 5.333019, -2.433881], [-2.464415, 6.177463, -3.779900], [-1.822127, 5.687440, -1.637601], [-0.941812, 6.609813, -1.277411], [0.117820, 6.167080, -0.623913], [0.311899, 4.812573, -0.360379], [-0.658826, 3.935171, -0.827094], [-1.733891, 4.383663, -1.473656], [-0.577705, 2.462431, -0.667968], [-1.527885, 1.654850, -1.296223], [-1.446507, 0.287244, -1.166117], [-0.461174, -0.299954, -0.464068], [0.441321, 0.457775, 0.160061], [0.407079, 1.835580, 0.090907], [0.841690, 6.908187, -0.306468], [1.190020, 4.492087, 0.180759], [-2.330440, 2.099195, -1.868382], [-2.168978, -0.376685, -1.628406], [1.207171, -0.063165, 0.719928], [1.157666, 2.396513, 0.628932]], "atomic_forces_ev_per_a": [[0.41, -0.14, -0.32], [-0.08, 0.01, 0.02], [0.66, -0.10, 0.06], [-0.92, 0.15, 0.35], [1.25, -0.35, 0.33], [-1.24, 0.33, -1.07], [0.54, -0.11, 0.16], [-0.42, 0.07, 0.44], [0.00, -0.02, -0.23], [-0.13, -0.02, 0.09], [0.05, 0.02, -0.09], [0.17, -0.08, 0.11], [-0.31, 0.12, -0.02], [0.11, 0.11, 0.30], [-0.01, 0.01, -0.02], [0.01, 0.00, 0.02], [0.00, -0.01, 0.02], [-0.03, 0.03, 0.08], [-0.04, 0.01, -0.10], [0.03, 0.00, 0.01], [0.00, 0.00, 0.01], [-0.01, 0.00, -0.01], [0.05, 0.01, -0.01], [-0.12, 0.28, 0.13], [0.87, -0.45, -0.48], [-0.17, -0.13, 0.14], [-0.27, 0.09, 0.36], [0.29, 0.07, 0.05], [-0.47, -0.04, -0.18], [0.17, -0.12, 0.14], [-0.14, 0.02, -0.02], [0.13, 0.33, 0.14], [-0.24, 0.14, -0.18], [-0.11, -0.26, 0.00], [-0.04, 0.00, 0.01], [0.13, 0.05, 0.03], [-0.35, -0.23, -0.17], [0.07, -0.01, 0.02], [0.09, 0.00, -0.01], [-0.01, 0.00, -0.01], [0.01, -0.01, -0.06], [0.03, 0.04, -0.02], [0.02, 0.16, 0.00], [0.01, 0.04, 0.02], [0.00, -0.01, -0.02]], "lowdin_charge": [1.03, 0.02, -0.18, -0.13, 0.10, -0.75, 0.17, 0.68, -0.20, 0.04, 0.02, 0.02, -0.08, -0.07, 0.09, 0.11, 0.12, 0.14, 0.13, 0.13, 0.14, 0.14, 0.13, -0.23, 0.61, -0.25, -0.09, -0.34, 0.16, -0.05, 0.05, -0.20, 0.18, -0.10, 0.05, -0.12, -0.12, -0.10, 0.03, 0.13, 0.11, 0.13, 0.10, 0.12, 0.12], "largest_force_ev_per_a": 1.67, "multiplicity": 5, "e_lumo_ev": [-7.64, -10.01], "relative_energy_kcal_mol": 13.0, "orbital_gap_ev": [7.205, 4.789], "total_charge": 2}

> Number 1 is which compound?

C31H34MnNO5P2S